89
Properties=species:S:1:pos:R:3:forces:R:3 method="wB97M-V/def2-TZVPD" lumo_ev=1.5 gap_ha=0.231 total_charge=-1 fmax_ev_per_a=1.2 homo_energy_ev=-4.77
C 1.891 4.443 -4.405 -0.020 -0.151 -0.260
C 0.769 3.445 -4.241 0.041 0.040 0.613
F 1.232 2.506 -3.256 -0.078 -0.160 -0.242
B -0.637 4.151 -3.824 -0.197 0.275 -0.300
Cl -0.690 4.217 -1.809 -0.027 0.020 0.266
O -1.840 3.523 -4.306 0.373 -0.488 -0.402
C -2.789 4.507 -4.654 -0.164 0.108 1.133
C -2.108 5.827 -4.304 0.598 -0.080 0.388
O -0.723 5.530 -4.247 0.204 0.115 -0.487
H 1.520 5.362 -4.843 -0.088 0.186 -0.040
H 2.671 4.046 -5.051 0.331 -0.049 0.060
H 2.286 4.651 -3.418 0.170 0.186 0.179
H 0.678 2.841 -5.143 -0.284 -0.021 -0.193
H -3.628 4.376 -3.978 -0.445 -0.001 -0.265
H -3.140 4.423 -5.681 0.197 -0.125 -0.293
H -2.293 6.649 -4.986 -0.054 0.144 -0.256
H -2.407 6.124 -3.301 -0.280 0.197 0.083
C -3.290 10.419 -3.547 -0.036 -0.038 0.007
C -3.372 9.211 -2.636 0.204 -0.086 0.086
O -4.000 8.216 -2.933 -0.250 0.122 -0.095
N -2.691 9.272 -1.456 -0.115 0.122 0.022
C -1.884 10.354 -0.936 -0.027 -0.263 0.056
H -3.873 10.207 -4.437 -0.023 -0.051 -0.005
H -3.696 11.306 -3.059 0.056 0.030 -0.004
H -2.258 10.615 -3.840 0.004 0.041 0.027
H -2.770 8.428 -0.908 0.084 -0.039 -0.057
H -0.855 10.023 -0.783 0.029 0.061 -0.029
H -2.276 10.701 0.022 0.011 0.071 -0.019
H -1.878 11.188 -1.629 0.004 0.025 -0.015
C -3.146 0.600 -4.100 0.034 0.006 -0.062
C -4.480 1.132 -3.648 0.168 -0.047 0.021
O -4.708 2.322 -3.567 -0.418 -0.091 0.051
N -5.452 0.215 -3.324 0.036 0.002 -0.094
C -5.351 -1.225 -3.347 -0.200 0.172 0.092
H -2.510 1.458 -4.308 0.002 0.044 0.036
H -2.685 -0.002 -3.316 0.022 -0.034 0.013
H -3.261 -0.002 -5.007 0.013 -0.049 0.059
H -6.320 0.633 -3.032 0.023 0.013 0.031
H -6.087 -1.657 -4.033 0.061 -0.051 -0.022
H -5.526 -1.643 -2.352 0.071 -0.058 -0.011
H -4.359 -1.521 -3.671 0.031 -0.013 0.011
C -0.030 1.070 -0.222 -0.087 -0.147 -0.155
C -0.831 -0.210 -0.193 -0.034 0.027 -0.047
O -1.711 -0.487 -0.995 0.047 0.020 -0.006
N -0.532 -1.100 0.801 0.127 0.123 0.087
C 0.466 -0.994 1.857 -0.548 -0.302 -0.154
H -0.326 1.710 -1.049 -0.118 -0.085 -0.004
H -0.176 1.620 0.708 0.085 0.036 0.008
H 1.030 0.836 -0.339 0.031 0.063 0.086
H -1.098 -1.933 0.767 -0.001 0.009 -0.006
H 1.173 -1.816 1.783 0.021 0.177 0.084
H -0.034 -1.043 2.830 0.119 0.118 0.051
H 1.006 -0.057 1.785 0.004 0.028 -0.037
C 5.379 -3.118 1.597 -0.004 0.020 -0.023
C 3.894 -3.349 1.497 0.123 0.085 0.017
O 3.085 -2.564 1.980 0.205 -0.286 0.080
N 3.466 -4.463 0.855 0.026 -0.047 0.022
C 4.267 -5.498 0.232 -0.249 0.036 0.007
H 5.542 -2.194 2.140 -0.036 0.011 0.040
H 5.858 -3.929 2.144 0.019 0.002 0.005
H 5.824 -3.034 0.604 0.020 -0.048 0.001
H 2.462 -4.550 0.819 0.010 0.025 -0.045
H 4.036 -5.570 -0.832 0.066 -0.001 -0.022
H 4.064 -6.466 0.695 0.072 -0.014 0.013
H 5.322 -5.276 0.344 0.030 0.006 0.012
C 3.913 -4.495 6.898 0.064 0.035 0.057
C 4.060 -3.844 5.543 -0.022 -0.077 -0.028
O 5.159 -3.609 5.055 -0.002 -0.052 -0.008
N 2.924 -3.526 4.879 0.050 0.036 0.096
C 1.552 -3.736 5.283 0.132 0.160 -0.185
H 4.904 -4.681 7.301 0.052 0.047 -0.049
H 3.373 -3.837 7.581 -0.052 -0.056 0.016
H 3.384 -5.442 6.806 -0.076 0.022 0.011
H 3.082 -3.091 3.980 -0.061 0.110 -0.112
H 1.045 -4.366 4.551 -0.088 -0.042 0.074
H 1.023 -2.782 5.333 -0.030 -0.015 0.049
H 1.495 -4.218 6.253 0.043 -0.052 0.009
C 0.905 -6.952 3.318 0.063 0.015 0.010
C 1.500 -7.416 4.629 0.014 0.041 -0.079
O 2.444 -6.841 5.142 -0.043 -0.089 0.028
N 0.941 -8.507 5.218 -0.047 -0.004 -0.034
C -0.176 -9.306 4.752 0.164 0.003 0.208
H 1.465 -6.083 2.984 0.049 0.011 0.035
H 0.978 -7.733 2.559 -0.069 -0.010 -0.008
H -0.143 -6.674 3.439 -0.022 -0.038 -0.044
H 1.383 -8.766 6.086 -0.006 -0.002 -0.008
H -0.986 -9.293 5.483 -0.055 0.011 -0.048
H 0.132 -10.342 4.601 -0.032 -0.009 -0.064
H -0.554 -8.917 3.813 -0.013 0.010 -0.025